(1)
The following is a DFT calculation (wB97M-V/def2-TZVPD) of the ion C2HN2 with charge +1.

## Properties
* energy above the lowest of the compared OMol25 structures with the same formula, charge and spin: 18.7 kJ/mol
* largest force on an atom: 3.08 eV/A
* gap between HOMO and LUMO (spin up / spin down): 7.697 / 6.879 eV
* ⟨S²⟩: 2.0351
* HOMO (spin up / spin down): -0.5759 / -0.6394 hartree

Geometry as ORCA input:
```
! RIJCOSX wB97M-V def2-TZVPD def2/J DEFGRID3
* xyz 1 3
C -2.5169 -0.5014 0.0167
C 0.1032 0.1285 -0.0070
N -1.0952 0.4110 0.0534
N 1.2593 0.0457 -0.0928
H 2.2495 -0.0838 0.0296
*
```

Results of the natural (NBO) charge analysis, in e, for atoms 1 through 4: 0.61 0.61 -0.38 -0.34

(2)
The following is a DFT calculation (wB97M-V/def2-TZVPD) of a structure of composition C7H19N2Pd.

## Properties
* largest force on an atom: 5.28 eV/A
* gap between HOMO and LUMO (spin up / spin down): 2.700 / 7.439 eV
* ⟨S²⟩: 2.0079
* HOMO (spin up / spin down): 0.0120 / -0.1642 hartree

Geometry as ORCA input:
```
! RIJCOSX wB97M-V def2-TZVPD def2/J DEFGRID3
* xyz -1 3
C -1.2685 -0.2699 -3.1672
Pd 0.3304 0.1419 -2.2667
N 2.2345 -0.4739 -1.1624
N 1.4374 -0.9988 -3.8807
H 2.1120 -1.4329 -0.8155
H -0.0351 1.5906 -1.6338
H -1.7948 0.3902 -2.5326
H -1.6512 -1.2587 -3.3745
H -1.0601 0.3593 -3.9742
H 1.7441 -1.9264 -3.5763
H 2.2539 -0.4417 -4.1505
H 0.8662 -1.1235 -4.7101
H 3.0735 -0.4069 -1.7551
H 2.3026 0.1617 -0.3735
C -1.9760 1.0789 2.6217
C -0.6806 0.3479 2.2554
C 0.4908 1.0916 2.9146
C -0.7445 -1.0615 2.8557
C -0.5108 0.3279 0.7718
C -0.3031 0.5257 -0.4313
H -2.1036 1.1326 3.7100
H -2.8368 0.5591 2.1939
H -1.9604 2.0965 2.2229
H 0.3657 1.1406 4.0041
H 1.4374 0.5854 2.7035
H 0.5579 2.1124 2.5279
H -1.5927 -1.6135 2.4439
H 0.1688 -1.6181 2.6311
H -0.8570 -1.0164 3.9479
*
```

Results of the natural (NBO) charge analysis, in e, for atoms 1 through 4: -0.93 0.43 -1.16 -1.41

(3)
The following is a DFT calculation (wB97M-V/def2-TZVPD) of a structure of composition C20H25N9O8Ru.

## Properties
* energy above the lowest of the compared OMol25 structures with the same formula, charge and spin: 16.9 kJ/mol
* largest force on an atom: 0.23 eV/A
* gap between HOMO and LUMO (spin up / spin down): 9.452 / 7.582 eV
* ⟨S²⟩: 0.7538
* HOMO (spin up / spin down): -0.4486 / -0.4431 hartree

Geometry as ORCA input:
```
! RIJCOSX wB97M-V def2-TZVPD def2/J DEFGRID3
* xyz 1 2
Ru 0.3083 0.0436 0.2760
O -2.1190 -1.3764 5.3879
C -0.8063 -1.3295 5.5137
O -0.2291 -1.5609 6.5412
C -0.0100 -0.9930 4.2891
C 1.3683 -0.9084 4.2952
N 1.7637 -0.6259 3.0431
N 0.7125 -0.5206 2.2206
C -0.3714 -0.7286 2.9610
C -1.6835 -0.6093 2.2471
O -2.7306 -0.8124 2.8423
O -1.5748 -0.2833 1.0068
H -2.4252 -1.1862 4.4644
H 2.0604 -1.0357 5.1108
H 2.6964 -0.4447 2.7095
O 4.2468 4.3544 0.3430
C 4.7452 3.3062 -0.2870
O 5.8486 3.2801 -0.7593
C 3.8679 2.0972 -0.4092
C 4.2598 0.9506 -1.0668
N 3.2420 0.0723 -0.9920
N 2.2093 0.5901 -0.3185
C 2.5684 1.8142 0.0450
C 1.5332 2.5857 0.8054
O 1.7456 3.7400 1.1344
O 0.4430 1.9262 1.0284
H 3.3250 4.2078 0.6722
H 5.1873 0.7282 -1.5672
H 3.1844 -0.8584 -1.3731
C -3.8872 1.0256 -0.7117
N -2.6925 0.5494 -1.3981
C -2.6416 -0.8825 -1.6325
C -1.6275 1.3394 -1.6011
N -0.3842 0.8482 -1.4660
N -1.8315 2.6248 -1.9323
C -0.7972 3.6351 -1.7473
C -3.0112 3.0600 -2.6730
H -4.0611 0.3796 0.1496
H -4.7635 1.0011 -1.3622
H -3.7316 2.0376 -0.3491
H -3.5562 -1.1791 -2.1487
H -2.5655 -1.4334 -0.6942
H -1.7954 -1.1187 -2.2700
H 0.2948 1.4357 -1.9368
H -0.2302 3.4328 -0.8429
H -1.2803 4.6021 -1.6232
H -0.1286 3.6983 -2.6108
H -3.5504 2.1998 -3.0578
H -2.6859 3.6722 -3.5144
H -3.6793 3.6544 -2.0485
N 0.3948 -5.8450 -1.8699
C 0.4065 -4.5906 -1.3888
C 0.3384 -4.3275 -0.0095
C 0.3368 -3.0340 0.4381
N 0.4094 -1.9620 -0.3745
C 0.4947 -2.2132 -1.6970
C 0.4966 -3.4715 -2.2365
H 0.2969 -6.6343 -1.2566
H 0.4093 -6.0226 -2.8581
H 0.2772 -5.1353 0.7069
H 0.2662 -2.8391 1.4979
H 0.5534 -1.3405 -2.3352
H 0.5594 -3.5900 -3.3099
*
```

Results of the natural (NBO) charge analysis, in e, for atoms 1 through 4: 1.06 -0.66 0.78 -0.56

(4)
The following is a DFT calculation (wB97M-V/def2-TZVPD) of an isolated molecule of C7H10FN.

## Properties
* energy above the lowest of the compared OMol25 structures with the same formula, charge and spin: 0.0 kJ/mol
* largest force on an atom: 3.35 eV/A
* gap between HOMO and LUMO (spin up / spin down): 6.663 / 9.374 eV
* ⟨S²⟩: 2.0068
* HOMO (spin up / spin down): -0.2108 / -0.3489 hartree

Geometry as ORCA input:
```
! RIJCOSX wB97M-V def2-TZVPD def2/J DEFGRID3
* xyz 0 3
C 0.1900 -1.2643 1.1479
C 1.0402 -0.2563 1.2696
C -0.4336 -1.4483 -1.3198
C -0.6606 -1.8857 0.0433
C 1.4597 0.6045 0.1707
C 0.3198 1.0015 -0.8326
C -0.7775 1.9486 -0.5888
N -0.4584 -1.6608 -2.5435
F 0.7924 1.2834 -2.0916
H 0.1801 -1.8437 2.1621
H 1.5463 -0.0750 2.1871
H -0.6061 -2.9395 0.2914
H -1.6810 -1.5565 0.3414
H 2.0292 1.4275 0.6175
H 2.1464 0.2192 -0.6032
H -1.4513 1.7376 0.2616
H -1.4084 1.9646 -1.5172
H -0.4510 2.9625 -0.4483
H -0.1565 -1.0413 -3.2801
*
```

Results of the natural (NBO) charge analysis, in e, for atoms 1 through 4: -0.15 -0.21 0.33 -0.59

(5)
The following is a DFT calculation (wB97M-V/def2-TZVPD) of a cluster of 5 separate species, H9O4S in total.

## Properties
* energy above the lowest of the compared OMol25 structures with the same formula, charge and spin: 182.5 kJ/mol
* largest force on an atom: 7.60 eV/A
* gap between HOMO and LUMO: 6.485 eV
* HOMO: -0.1190 hartree

Geometry as ORCA input:
```
! RIJCOSX wB97M-V def2-TZVPD def2/J DEFGRID3
* xyz -1 1
S 2.6543 2.7576 1.4323
H 2.4341 2.7308 2.8020
H -1.8509 -0.4116 0.4362
H -0.4191 0.3558 0.1448
O -1.1344 -0.1891 -0.2155
H 1.9146 -2.6549 -3.2214
H 1.4070 -2.4148 -1.7382
O 1.5434 -3.0513 -2.4341
H -3.1129 0.5983 -0.8752
H -3.9834 1.3601 -0.0078
O -3.8289 0.3834 -0.4105
H 1.7067 0.8494 1.0334
H 1.5756 -0.3903 1.8656
O 1.0938 0.0764 1.1883
*
```

Results of the natural (NBO) charge analysis, in e, for atoms 1 through 4: -1.02 0.10 0.48 0.52

(6)
The following is a DFT calculation (wB97M-V/def2-TZVPD) of a structure of composition C2H6O9Zn.

## Properties
* largest force on an atom: 8.57 eV/A
* gap between HOMO and LUMO: 5.110 eV
* HOMO: -0.0046 hartree

Geometry as ORCA input:
```
! RIJCOSX wB97M-V def2-TZVPD def2/J DEFGRID3
* xyz -2 1
Zn -3.2910 -3.9980 -11.3060
C -2.1840 -2.2020 -12.4280
O -2.4840 -3.3280 -13.1750
O -2.6520 -2.2180 -11.2430
O -1.5550 -1.2110 -13.1000
C -5.1960 -5.0130 -12.3450
O -5.1040 -3.6960 -11.9350
O -5.8210 -5.1480 -13.4810
O -4.0480 -5.5730 -12.0430
O -1.6400 -5.1570 -10.5510
H -1.3980 -5.9770 -10.0640
H -0.7630 -5.0640 -11.0730
O -4.1800 -4.2490 -9.4130
H -4.8030 -3.5470 -9.2230
H -4.7590 -4.9040 -9.7420
O -0.8990 -5.2840 -13.2340
H -0.1720 -5.1630 -13.8130
H -1.3420 -4.4400 -13.1560
*
```

Results of the natural (NBO) charge analysis, in e, for atoms 1 through 4: 1.71 0.94 -0.95 -0.92